Density functional theory data (ωB97M-V/def2-TZVPD) for a cluster of 2 separate species, C2H7NS2 in total at a distorted geometry.

XYZ file:
```
12
Properties=species:S:1:pos:R:3:forces:R:3
C 0.37168 0.02360 -1.37649 -2.393 -0.705 3.678
C -0.01353 0.13410 0.66179 4.349 -2.123 -3.827
N -1.31464 0.51230 0.73416 -2.807 0.207 1.750
S 1.34905 1.29239 1.31501 -0.355 0.286 0.141
S -2.21010 0.20854 2.24839 -0.040 -0.746 -0.689
H -0.38889 0.69580 -1.71351 0.075 0.928 -0.294
H 0.04599 -0.95662 -1.76403 0.849 0.185 0.495
H 1.37554 0.34242 -1.34699 0.948 0.129 -0.538
H 0.32201 -0.92325 0.93718 -1.323 1.581 -0.054
H -1.63472 1.43234 0.39638 0.797 -0.854 0.027
H 2.44016 0.57501 1.76718 -1.176 -0.196 -0.454
H -2.99732 -0.94169 1.96689 1.076 1.308 -0.236
```
Forces are in eV/Å.

Calculated values
Energy relative to the best compared isomer or geometry (same formula, charge and spin) ... 303.3 kJ/mol
Calculated total energy ... -25344.9039 eV
LUMO ... 0.60 eV
E_HOMO ... -0.310 Eh
Gap between HOMO and LUMO ... 9.046 eV

Results of the Löwdin charge analysis, in e, for atoms 1 through 5:
1 C 0.008
2 C -0.702
3 N -0.493
4 S 0.601
5 S 0.667